Density functional theory data (ωB97M-V/def2-TZVPD) for a structure of composition C27H46BrNOP2PdS.

```
80
Properties=species:S:1:pos:R:3:forces:R:3
N 0.2722 4.6779 -3.4044 -0.1 0.4 -0.2
C 0.5363 4.8112 -2.1019 0.5 -0.8 0.0
C 1.1539 3.8020 -1.3521 -0.1 0.2 -0.6
C 1.5247 2.6049 -1.9984 -1.3 1.1 -0.7
C 1.2117 2.4666 -3.3738 -0.2 1.0 0.2
C 0.6059 3.5463 -4.0327 0.5 -0.6 1.0
C 2.1054 1.5544 -1.2501 -0.4 -2.5 -0.1
Pd 0.5528 -1.4568 -0.6833 -0.2 2.0 -0.3
P 0.2244 -2.2302 1.4372 0.0 1.3 -1.8
C 2.1777 0.2804 -1.7623 1.0 0.3 0.2
C 3.0279 -0.7509 -1.1455 0.0 -0.2 0.2
C 3.2856 -1.9747 -1.8323 -0.4 0.6 0.6
C 3.8380 -3.0456 -1.1341 -0.4 0.1 0.8
C 4.0359 -2.8546 0.2425 1.2 -0.9 0.0
C 4.1851 -1.5888 0.8105 -0.3 0.0 0.1
C 3.6720 -0.5063 0.0999 -0.3 -0.7 -0.3
Br 4.2074 -4.4387 1.4050 0.7 0.7 -0.9
H 2.2851 1.7076 -0.1826 0.3 0.1 -0.5
H 1.7732 -0.0427 -2.7353 0.3 0.7 0.4
H 1.3516 3.9387 -0.2809 0.0 -0.1 -0.5
H 1.4172 1.5510 -3.9243 0.1 0.3 0.1
H 0.2960 5.7684 -1.6294 -0.1 -0.3 -0.2
H 0.4293 3.4764 -5.1073 -0.2 0.2 0.3
H 2.9875 -2.0705 -2.8794 0.1 0.0 0.3
H 3.6784 0.5017 0.5281 0.1 -0.5 -0.2
H 4.0190 -4.0219 -1.5881 -0.3 0.3 0.2
H 4.6411 -1.4736 1.8042 -0.4 -0.1 -0.5
P -1.6622 -0.7260 -1.5062 0.3 0.2 -0.1
C 1.2391 -1.4480 2.7297 0.3 -0.5 0.6
C 1.9979 -2.4505 3.5905 0.5 0.0 0.5
H 0.5972 -0.7922 3.3391 0.0 -0.2 -0.2
H 1.9395 -0.7897 2.1951 -0.2 -0.2 0.2
H 2.5647 -1.9568 4.3924 -0.1 -0.1 -0.1
H 1.3418 -3.1941 4.0593 0.1 0.2 -0.1
H 2.7296 -2.9969 2.9851 -0.3 0.1 0.2
C 0.9094 -3.7742 0.7449 0.4 -0.8 0.7
C 0.6480 -5.0663 1.4880 0.2 -0.7 -0.1
H 1.9903 -3.6213 0.6799 -0.5 0.1 0.0
H 0.5746 -3.8414 -0.3089 -0.1 -0.1 0.6
H 1.1876 -5.8913 1.0021 -0.1 0.0 0.1
H 0.9958 -5.0118 2.5242 -0.1 0.0 -0.1
H -0.4145 -5.3080 1.4700 0.0 -0.1 0.1
C -1.4504 -2.4721 2.0725 0.1 -0.3 0.6
C -1.4928 -3.2039 3.4085 -0.5 -0.3 0.3
H -2.0431 -3.0018 1.3143 0.3 0.1 0.1
H -1.8682 -1.4598 2.1592 0.1 -0.2 0.0
H -2.5277 -3.3967 3.7219 0.1 0.1 0.0
H -0.9902 -4.1732 3.3549 -0.1 0.2 0.0
H -1.0165 -2.6178 4.1957 0.0 0.0 0.0
C -3.3878 -0.3190 -0.9045 0.1 0.1 -0.3
C -3.9414 -1.1299 0.2551 -0.2 0.0 0.2
H -4.0563 -0.4099 -1.7791 0.2 0.0 0.1
H -3.3949 0.7415 -0.6250 0.1 -0.2 0.0
H -5.0369 -1.0758 0.2575 0.2 0.0 0.0
H -3.6662 -2.1861 0.1935 -0.1 0.1 0.0
H -3.5994 -0.7131 1.2054 0.1 -0.2 -0.2
C -1.9595 -2.3761 -2.2795 -0.4 0.5 0.2
C -0.7493 -2.8688 -3.0647 0.0 -0.4 0.0
H -2.8509 -2.2761 -2.9113 0.0 -0.3 0.0
H -2.1989 -3.0464 -1.4445 0.1 0.0 -0.2
H -0.8640 -3.9368 -3.2733 0.1 0.1 -0.2
H -0.6268 -2.3336 -4.0109 0.0 0.0 0.1
H 0.1913 -2.7519 -2.4872 -0.3 0.0 -0.2
C -1.6830 0.3481 -3.0134 -0.2 -0.2 -0.4
C -2.2133 1.7672 -2.8123 0.1 0.2 -0.2
H -2.2933 -0.1767 -3.7656 0.1 0.2 0.0
H -0.6532 0.3756 -3.3988 -0.3 0.0 0.1
H -2.1072 2.3364 -3.7437 0.0 0.0 0.2
H -3.2795 1.7865 -2.5465 0.3 -0.1 0.0
H -1.6427 2.3011 -2.0404 -0.1 -0.1 -0.1
C -1.9353 3.6732 0.8259 -0.2 0.7 0.6
S -1.0615 2.1275 1.0545 -0.5 -1.3 -0.8
C 0.0989 2.5989 2.3171 0.4 0.6 0.3
O -2.0181 1.1526 1.6932 0.4 0.7 -0.1
H -1.2754 4.4195 0.3473 -0.2 -0.4 0.2
H -2.2621 4.0384 1.8148 0.0 -0.1 -0.4
H -2.8123 3.4958 0.1902 0.3 -0.1 0.2
H -0.3759 2.4572 3.2987 0.1 0.1 -0.3
H 0.9986 1.9764 2.2160 -0.4 0.0 0.1
H 0.3917 3.6492 2.1575 -0.1 -0.3 0.2
```
Positions in Å, forces in eV/Å.

## Properties
- spin multiplicity = 1
- charge = 0
- energy relative to the best compared isomer or geometry (same formula, charge and spin) (eV) = 0.230
- M (g/mol) = 681.0